(1)
Density functional theory data (ωB97M-V/def2-TZVPD) for a cluster of 10 separate species, C25H74N6O14 in total.

Structure (XYZ):
```
119
Properties=species:S:1:pos:R:3:mulliken_charge:R:1
C 5.91 26.91 9.84 0.6217
O 6.61 27.03 8.89 -0.7882
N 5.15 25.88 9.94 0.4739
N 6.18 27.51 10.88 -0.0148
H 4.47 25.87 10.69 -0.2860
H 5.06 25.23 9.18 -0.1014
H 5.56 27.46 11.68 -0.0067
H 7.03 28.05 10.85 -0.0373
C 11.78 24.68 17.02 -0.8542
O 10.71 25.55 16.52 -0.3371
C 10.95 26.19 15.23 -0.5288
C 11.10 25.25 14.08 -0.8419
N 9.88 24.85 13.41 -0.3970
C 8.94 25.93 13.01 -0.0645
C 9.55 26.61 11.77 -0.1230
O 8.81 27.80 11.40 -0.3939
C 9.54 28.81 10.74 -0.7688
H 12.77 25.09 16.86 0.3482
H 11.93 23.69 16.60 0.3174
H 11.64 24.59 18.10 0.2763
H 11.94 26.62 15.42 0.3921
H 10.32 27.07 15.07 0.3047
H 11.69 24.38 14.36 0.5218
H 11.78 25.71 13.36 0.3261
H 9.43 24.35 14.16 0.2888
H 8.70 26.63 13.82 0.3681
H 8.05 25.49 12.56 -0.1542
H 9.58 25.94 10.91 -0.1294
H 10.61 26.86 11.85 0.4730
H 8.92 29.66 10.47 0.2309
H 9.97 28.47 9.80 0.1267
H 10.37 29.29 11.27 0.3922
C 5.07 23.44 12.00 -1.7447
O 4.03 24.33 12.29 1.3361
C 2.79 23.80 12.51 -2.2764
C 1.72 24.87 12.89 -0.7308
N 2.35 25.76 13.97 0.5588
C 1.37 26.59 14.50 -0.9681
C 1.91 27.63 15.54 -0.8087
O 2.63 28.72 14.92 -0.3191
C 3.11 29.72 15.74 -0.9982
H 4.59 22.47 12.10 0.6035
H 5.84 23.64 12.74 -0.0277
H 5.46 23.81 11.05 0.1564
H 2.71 22.84 13.03 0.1612
H 2.50 23.33 11.57 0.6048
H 0.96 24.27 13.39 0.4129
H 1.44 25.34 11.95 0.6169
H 2.83 25.12 14.58 -0.0259
H 0.55 25.99 14.87 0.5076
H 1.03 27.12 13.62 0.3231
H 2.69 27.22 16.19 0.4000
H 1.07 28.02 16.12 0.3765
H 3.65 30.57 15.31 0.2393
H 3.93 29.27 16.30 0.4112
H 2.58 30.23 16.54 0.4032
C 4.08 30.82 10.98 -0.4626
O 4.37 32.23 10.98 -0.3639
C 5.60 32.57 11.69 -0.1796
C 6.24 33.82 11.27 -0.7913
N 5.38 35.00 11.64 -0.3385
C 5.86 36.21 11.07 -0.6849
C 5.30 37.45 11.76 -0.5513
O 5.86 37.78 12.99 -0.3191
C 5.33 38.96 13.61 -0.7278
H 3.81 30.60 12.01 0.2407
H 4.86 30.09 10.74 0.1071
H 3.22 30.62 10.33 0.3217
H 6.29 31.75 11.47 0.1588
H 5.38 32.55 12.76 0.2900
H 6.50 33.66 10.22 0.3384
H 7.20 33.94 11.78 0.3796
H 4.48 34.75 11.25 0.2425
H 5.57 36.24 10.02 0.4088
H 6.94 36.32 11.07 0.4080
H 4.24 37.26 11.95 0.3261
H 5.48 38.32 11.12 0.3600
H 5.63 39.03 14.66 0.2468
H 4.24 38.92 13.57 0.3101
H 5.58 39.88 13.09 0.2940
C 12.21 31.56 7.00 -0.8263
O 12.29 30.19 6.58 -0.3381
C 11.34 29.91 5.56 -0.6269
C 11.16 28.29 5.39 -0.8218
N 10.61 27.74 6.62 0.2806
C 10.62 26.35 6.51 -1.1707
C 9.69 25.58 7.51 0.9792
O 9.82 24.17 7.32 -0.3655
C 9.19 23.33 8.22 -0.7098
H 12.34 32.30 6.21 0.3304
H 13.00 31.75 7.73 0.2940
H 11.34 31.88 7.57 0.3214
H 11.53 30.24 4.54 0.4163
H 10.35 30.24 5.89 0.3158
H 12.19 27.95 5.26 0.4099
H 10.63 27.95 4.50 0.4778
H 11.19 28.11 7.36 0.1339
H 11.62 25.94 6.43 0.3827
H 10.09 25.99 5.63 0.3511
H 8.65 25.88 7.41 0.0836
H 9.87 25.82 8.56 -0.3467
H 9.30 22.29 7.93 0.3553
H 8.13 23.56 8.15 0.1812
H 9.46 23.67 9.22 0.1874
O 4.46 23.70 7.64 -0.5113
H 4.89 23.09 7.03 0.0778
H 3.86 23.15 8.14 0.3326
O 4.43 27.55 13.33 -0.5424
H 3.87 26.77 13.33 0.2713
H 4.04 28.13 13.98 0.3578
O 7.87 28.39 7.03 -0.6402
H 8.81 28.59 7.10 0.3781
H 7.66 27.92 7.84 0.4869
O 6.16 26.31 6.35 -0.6722
H 6.34 27.25 6.25 0.4214
H 6.45 26.11 7.24 -0.0349
O 2.24 25.92 8.93 -0.5263
H 2.43 26.80 8.62 0.2624
H 3.04 25.42 8.73 0.1839
```

Computed properties:
Net charge: -1
2S+1: 2
HOMO energy (spin up / spin down), Eh: 0.02176 / -0.25060
LUMO level (spin up / spin down), eV: 2.04 / 1.98
Frontier orbital gap (spin up / spin down), eV: 1.447 / 8.798

(2)
Density functional theory data (ωB97M-V/def2-TZVPD) for a structure of composition Cl3FO12Sr3.

Structure (XYZ):
```
19
Properties=species:S:1:pos:R:3:nbo_charge:R:1
Sr 5.12 -6.12 -0.19 1.7373
Sr 2.22 3.87 5.20 1.5310
Sr -3.89 3.35 0.88 1.5184
F 0.79 -6.71 0.12 -0.7365
Cl 4.17 6.29 -2.69 2.5425
O 3.96 5.36 -1.56 -0.8266
O 5.42 6.03 -3.35 -0.7703
O 3.22 6.10 -3.70 -0.8005
O 4.28 7.60 -2.15 -0.7709
Cl 0.87 -0.86 0.97 2.5038
O 1.77 -1.68 0.11 -0.8382
O 1.29 0.51 1.26 -0.9375
O -0.27 -0.60 0.26 -0.8671
O 0.67 -1.53 2.32 -0.8548
Cl -5.94 -4.36 0.54 2.5931
O -5.04 -5.14 -0.18 -0.7053
O -5.57 -4.28 1.84 -0.8090
O -5.71 -3.11 -0.07 -0.7430
O -7.35 -4.73 0.39 -0.7665
```

Computed properties:
Net charge: +2
Relative energy (zero: lowest compared OMol25 entry of this formula, charge and spin), eV: 22.7280
HOMO energy, Eh: -0.40399
LUMO level, eV: -9.59
Frontier orbital gap, eV: 1.403

(3)
Density functional theory data (ωB97M-V/def2-TZVPD) for a cluster of 10 separate species, C35H70BNO15 in total.

Structure (XYZ):
```
122
Properties=species:S:1:pos:R:3:mulliken_charge:R:1
C 3.92 -6.61 1.02 -0.8898
C 3.26 -6.10 -0.34 0.6294
O 3.12 -6.94 -1.28 -0.5667
O 2.83 -4.77 -0.61 -0.1994
C 2.27 -4.13 0.56 -0.3375
C 0.90 -4.85 1.01 -0.5771
C -0.23 -3.72 1.20 -0.4899
C -1.41 -3.79 0.07 -0.2602
C -2.79 -3.92 0.88 -0.6493
O -3.97 -4.07 0.05 -0.2339
C -3.99 -5.31 -0.64 0.5724
O -4.32 -5.29 -1.86 -0.5604
O -3.68 -6.58 -0.06 -0.3399
B -4.59 -6.94 1.01 0.4690
N -5.57 -6.04 1.69 -0.5568
O -4.50 -8.31 1.51 -0.5310
H 4.87 -7.22 0.76 0.3294
H 3.18 -7.30 1.58 0.2429
H 4.27 -5.74 1.69 0.2910
H 2.06 -3.03 0.27 0.0019
H 2.98 -4.09 1.45 0.2760
H 0.53 -5.65 0.27 0.4055
H 1.03 -5.36 2.03 0.3575
H -0.73 -3.91 2.23 0.4705
H 0.18 -2.65 1.23 0.1232
H -1.22 -4.65 -0.66 0.3013
H -1.40 -2.81 -0.53 0.2034
H -2.68 -4.82 1.60 0.3144
H -2.92 -3.00 1.56 0.3219
H -6.15 -5.50 1.04 0.3141
H -5.00 -5.36 2.24 0.2870
H -3.60 -8.34 1.91 0.2994
C 1.58 -4.10 -2.99 -0.2646
C 0.88 -3.07 -3.83 0.6194
O 0.05 -2.31 -3.34 -0.5932
C 1.25 -2.99 -5.28 -0.6887
H 1.22 -4.04 -1.96 -0.2793
H 1.36 -5.10 -3.38 0.3362
H 2.66 -3.92 -2.99 0.2709
H 1.02 -3.94 -5.77 0.3121
H 2.31 -2.76 -5.39 0.0300
H 0.67 -2.20 -5.76 0.3405
C -0.86 1.97 0.62 -1.2164
C 0.03 0.76 0.62 0.9841
O -0.20 -0.19 1.35 -0.5671
C 1.22 0.78 -0.30 -1.0525
H -1.68 1.82 1.33 0.2029
H -0.30 2.85 0.92 0.3694
H -1.29 2.11 -0.38 0.4799
H 1.88 1.61 -0.04 0.3332
H 0.89 0.87 -1.33 0.3307
H 1.78 -0.16 -0.18 0.1496
C -0.23 2.36 4.40 -0.9607
C -0.74 3.70 3.92 0.7550
O -0.72 4.00 2.74 -0.5728
C -1.28 4.65 4.96 -1.0602
H 0.12 1.79 3.54 0.1072
H 0.59 2.51 5.09 0.3794
H -1.04 1.81 4.88 0.2710
H -0.50 4.89 5.68 0.5175
H -2.13 4.19 5.46 0.1817
H -1.61 5.57 4.47 0.3398
C -6.51 3.94 5.30 -0.9806
C -5.15 3.78 4.67 0.8656
O -4.37 2.93 5.07 -0.5822
C -4.80 4.70 3.54 -0.9256
H -6.63 3.21 6.11 0.3208
H -6.61 4.94 5.72 0.2779
H -7.29 3.77 4.56 0.2417
H -4.82 5.74 3.88 0.2729
H -5.50 4.56 2.71 0.4130
H -3.79 4.47 3.18 0.1191
C -10.49 7.45 5.97 -1.1171
C -9.59 6.55 5.17 0.7972
O -8.42 6.41 5.46 -0.5056
C -10.20 5.84 3.98 -1.0137
H -9.92 7.90 6.79 0.2886
H -10.88 8.25 5.33 0.3315
H -11.32 6.87 6.39 0.3327
H -10.57 6.57 3.26 0.3379
H -11.01 5.19 4.32 0.3179
H -9.43 5.23 3.50 0.2207
C 5.37 -4.29 -8.03 -1.0915
C 4.58 -4.38 -6.75 0.7445
O 3.91 -3.44 -6.36 -0.4619
C 4.65 -5.67 -5.98 -0.9923
H 5.23 -3.30 -8.48 0.2118
H 6.44 -4.43 -7.82 0.3321
H 5.03 -5.05 -8.74 0.3570
H 5.68 -5.87 -5.68 0.3483
H 4.27 -6.49 -6.60 0.3454
H 4.03 -5.59 -5.09 0.1347
C -2.41 7.33 7.23 -0.7811
C -0.93 7.57 7.27 0.8416
O -0.15 6.77 6.79 -0.5229
C -0.45 8.84 7.92 -1.1954
H -2.61 6.38 6.73 0.0156
H -2.81 7.28 8.24 0.3627
H -2.91 8.13 6.67 0.3058
H -0.76 8.85 8.97 0.3205
H -0.85 9.71 7.40 0.3230
H 0.64 8.88 7.88 0.3185
C 4.39 -0.38 -6.44 -0.9400
C 5.12 0.20 -7.62 0.9101
O 6.08 -0.37 -8.12 -0.5428
C 4.62 1.52 -8.16 -1.3883
H 4.86 -1.33 -6.16 0.1161
H 4.45 0.31 -5.59 0.4356
H 3.35 -0.57 -6.70 0.3959
H 4.69 2.29 -7.39 0.3268
H 3.59 1.41 -8.50 0.3948
H 5.24 1.81 -9.01 0.3444
C 10.26 1.51 -5.44 -1.1037
C 9.03 0.70 -5.10 0.7080
O 8.82 0.32 -3.96 -0.5737
C 8.08 0.38 -6.22 -0.7696
H 10.85 1.67 -4.53 0.3066
H 10.86 0.98 -6.17 0.3183
H 9.96 2.49 -5.83 0.3099
H 8.59 -0.20 -6.99 0.3281
H 7.69 1.31 -6.65 0.2745
H 7.25 -0.20 -5.83 0.1467
```

Computed properties:
SMILES string: CC(=O)OCCCCCOC(=O)OB(N)O.CC(C)=O.CC(C)=O.CC(C)=O.CC(C)=O.CC(C)=O.CC(C)=O.CC(C)=O.CC(C)=O.CC(C)=O
HOMO energy, Eh: -0.32846
LUMO level, eV: 0.39
Frontier orbital gap, eV: 9.328

(4)
Density functional theory data (ωB97M-V/def2-TZVPD) for a cluster of 2 separate species, C5H10O2 in total.

Structure (XYZ):
```
17
Properties=species:S:1:pos:R:3:nbo_charge:R:1
C 0.00 -0.32 -0.11 -0.1330
C 0.38 -0.09 1.21 0.2514
C 1.07 -0.47 -1.17 -0.6352
C -1.23 -1.17 -0.36 -0.6189
C -0.67 1.71 -0.07 0.2028
O 1.68 0.07 1.56 -0.6548
O -1.85 1.90 -0.39 -0.6152
H 1.74 0.27 2.51 0.4927
H -0.33 -0.17 2.02 0.1826
H -0.38 1.80 1.07 0.0640
H 0.20 2.13 -0.61 0.1439
H 1.92 0.19 -0.99 0.2223
H -2.02 -0.92 0.35 0.2248
H -1.62 -0.98 -1.36 0.2235
H 1.45 -1.49 -1.21 0.2164
H 0.66 -0.23 -2.15 0.2190
H -1.00 -2.24 -0.28 0.2135
```

Computed properties:
Relative energy (zero: lowest compared OMol25 entry of this formula, charge and spin), eV: 3.8280
SMILES string: CC(C)=CO.C=O
HOMO energy, Eh: -0.30424
LUMO level, eV: 0.29
Frontier orbital gap, eV: 8.565

(5)
Density functional theory data (ωB97M-V/def2-TZVPD) for a structure of composition C26H31BrFN2O6Ru.

Structure (XYZ):
```
68
Properties=species:S:1:pos:R:3:nbo_charge:R:1
Ru -0.40 -1.51 -0.08 0.8578
C -1.88 5.76 0.92 -0.6246
C -1.56 5.38 -0.52 -0.0249
C -0.68 6.39 -1.25 -0.4053
C 0.70 6.44 -0.62 -0.4295
C 1.30 5.06 -0.53 -0.0357
C 2.66 4.89 -0.50 -0.2257
C 3.20 3.61 -0.42 0.3962
F 4.54 3.49 -0.40 -0.3115
C 2.43 2.49 -0.37 -0.2618
C 1.03 2.63 -0.41 -0.0764
C 0.18 1.45 -0.38 0.4986
O 0.70 0.31 -0.18 -0.6800
C -1.20 1.68 -0.54 -0.3073
C -1.69 2.96 -0.58 0.1455
N -0.91 4.05 -0.56 -0.3495
C 0.47 3.92 -0.50 0.2275
C -2.11 0.49 -0.62 0.7502
O -3.12 0.44 0.07 -0.6585
O -1.66 -0.42 -1.41 -0.7575
H -2.32 6.76 0.95 0.2293
H -0.98 5.76 1.53 0.2147
H -2.58 5.06 1.36 0.2255
H -2.50 5.27 -1.08 0.2186
H -1.17 7.36 -1.21 0.2325
H -0.60 6.10 -2.30 0.2198
H 0.64 6.88 0.39 0.2261
H 1.36 7.09 -1.19 0.2369
H 3.32 5.74 -0.53 0.2389
H 2.87 1.51 -0.31 0.2344
H -2.76 3.13 -0.64 0.2336
C -1.43 -0.51 2.91 -0.2667
O -1.05 -1.77 2.35 -0.5692
C -2.09 -2.74 2.35 -0.0945
C -2.83 -2.69 1.04 -0.1286
O -1.94 -3.14 -0.01 -0.5438
C -2.06 -4.52 -0.28 -0.2387
H -1.65 -0.63 3.98 0.1829
H -2.29 -0.09 2.39 0.2027
H -0.58 0.15 2.79 0.2019
H -2.77 -2.59 3.20 0.1990
H -1.60 -3.71 2.48 0.1858
H -3.12 -1.68 0.77 0.2561
H -3.72 -3.32 1.07 0.1975
H -3.09 -4.75 -0.55 0.1996
H -1.77 -5.13 0.58 0.1695
H -1.42 -4.75 -1.12 0.1896
C 3.07 -1.39 0.83 -0.2475
O 1.90 -2.20 0.71 -0.5657
C 1.32 -2.48 -0.55 0.2794
C 1.98 -1.88 -1.77 -0.6951
H 2.84 -0.37 0.52 0.1961
H 3.89 -1.80 0.24 0.1801
H 3.33 -1.41 1.88 0.2075
H 2.93 -2.37 -2.06 0.2079
H 2.17 -0.83 -1.57 0.2658
H 1.30 -1.91 -2.62 0.2381
Br 0.70 -8.55 -0.81 0.1740
C 0.92 -6.71 -0.74 -0.0289
C 0.96 -5.96 -1.91 -0.2630
C 1.11 -4.60 -1.81 0.0848
N 1.21 -3.98 -0.63 -0.2870
C 1.17 -4.69 0.51 0.0958
C 1.03 -6.07 0.48 -0.2652
H 0.88 -6.42 -2.88 0.2623
H 1.15 -3.97 -2.69 0.2509
H 1.26 -4.12 1.42 0.2699
H 1.01 -6.61 1.41 0.2594
```

Computed properties:
Net charge: +1
HOMO energy (spin up / spin down), Eh: -0.35305 / -0.35955
LUMO level (spin up / spin down), eV: -3.40 / -3.40
Frontier orbital gap (spin up / spin down), eV: 6.206 / 6.379

(6)
Density functional theory data (ωB97M-V/def2-TZVPD) for the molecule C17H24N2O7S2.

Structure (XYZ):
```
52
Properties=species:S:1:pos:R:3:nbo_charge:R:1
C 0.88 3.10 2.86 -0.2719
H -0.12 3.24 2.45 0.2130
H 0.85 3.05 3.95 0.1938
H 1.53 3.91 2.53 0.1959
O 1.39 1.84 2.42 -0.5046
C 1.75 1.76 1.14 0.8044
O 1.74 2.68 0.37 -0.6086
C 2.20 0.36 0.79 -0.5216
C 3.64 0.11 1.24 -0.5144
H 4.28 0.94 0.92 0.2357
H 3.71 -0.01 2.31 0.2274
S 4.39 -1.35 0.44 0.1986
C 3.62 -2.72 1.35 -0.6311
C 2.11 -2.80 1.17 0.6731
O 1.37 -2.98 2.11 -0.5934
N 1.72 -2.63 -0.12 -0.6295
C 0.44 -2.27 -0.54 0.1076
C -0.71 -2.60 0.17 -0.2166
C -1.94 -2.10 -0.22 -0.2046
C -2.01 -1.28 -1.33 -0.3324
C -0.89 -0.99 -2.09 -0.3110
C 0.34 -1.48 -1.71 0.3447
O 1.52 -1.23 -2.35 -0.5220
C 1.50 -0.44 -3.51 -0.2530
H 0.87 -0.88 -4.29 0.1863
H 2.53 -0.40 -3.86 0.2075
H 1.15 0.58 -3.29 0.1843
H -1.02 -0.37 -2.96 0.2535
S -3.53 -0.43 -1.73 2.3403
O -3.48 -0.05 -3.11 -0.9426
O -4.64 -1.21 -1.25 -0.9360
N -3.52 0.98 -0.85 -0.6774
C -3.77 0.92 0.57 -0.2593
H -4.40 1.78 0.84 0.2044
C -2.47 0.98 1.38 -0.0883
H -1.89 0.05 1.23 0.1732
O -1.69 2.09 1.00 -0.5392
C -1.36 2.04 -0.38 -0.0926
H -0.77 1.14 -0.58 0.1662
C -2.63 2.04 -1.24 -0.2596
H -3.15 2.99 -1.11 0.2060
H -2.40 1.90 -2.29 0.2362
H -0.75 2.93 -0.58 0.2152
H -2.68 1.11 2.44 0.1988
H -4.32 0.00 0.77 0.2396
H -2.84 -2.33 0.32 0.2418
H -0.62 -3.22 1.05 0.2595
H 2.45 -2.40 -0.79 0.4309
H 4.09 -3.62 0.95 0.2545
H 3.85 -2.64 2.41 0.2476
H 2.14 0.25 -0.29 0.2339
H 1.53 -0.35 1.28 0.2360
```

Computed properties:
Relative energy (zero: lowest compared OMol25 entry of this formula, charge and spin), eV: 0.0000
SMILES string: COC(=O)CCSCC(=O)Nc1ccc(S(=O)(=O)N2CCOCC2)cc1OC
HOMO energy, Eh: -0.32031
LUMO level, eV: 0.42
Frontier orbital gap, eV: 9.136